(1)
Here is a cluster of 14 separate species, C28H84O25 in total at a distorted geometry from the Open Molecules 2025 dataset. Energies are from the ωB97M-V functional and the def2-TZVPD basis.

Output
Spin multiplicity ... 2
<S²> ... 0.75
E_tot ... -81569.6653 eV
Gap between HOMO and LUMO (alpha / beta) ... 8.64 / 2.14 eV
Highest occupied orbital energy (alpha / beta) ... -11.253 / -11.253 eV
Charge ... +1

Each line ends with the Mulliken spin population.
Positions of all 137 atoms, in Å:
C -30.3967 -25.4642 9.9524  0.00
C -29.7143 -25.1489 8.5925  0.00
O -30.0974 -25.9979 7.6143  0.00
H -31.4747 -25.3057 9.9220  0.00
H -29.9082 -24.7666 10.6326  0.00
H -30.1567 -26.4995 10.1945  0.00
H -28.6282 -25.0700 8.6379  0.00
H -30.0833 -24.1698 8.2873  0.00
H -30.7123 -25.5176 7.0549  0.00
C -34.6671 -17.3650 8.2153  0.00
C -33.9411 -17.7598 6.9734  0.00
O -34.4345 -17.1801 5.8109  0.00
H -34.3635 -16.4088 8.6414  0.00
H -34.4690 -18.0963 8.9989  0.00
H -35.7512 -17.4254 8.1193  0.00
H -34.0624 -18.8215 6.7588  0.00
H -32.8748 -17.5357 7.0043  0.00
H -33.7223 -17.0779 5.1754  0.00
C -26.7342 -20.1767 2.8117  0.10
C -26.1115 -21.0422 1.7587  0.12
O -24.9691 -21.6944 2.3022  0.70
H -27.1416 -20.7349 3.6545  0.03
H -27.5560 -19.6891 2.2872  0.00
H -25.9662 -19.5112 3.2060  0.00
H -25.8902 -20.4287 0.8854  0.00
H -26.8761 -21.7415 1.4201  0.03
H -25.2217 -22.4167 2.8818  -0.02
C -33.8971 -23.4362 8.9136  0.00
C -33.8776 -22.0397 8.2514  0.00
O -34.6316 -21.1087 8.9833  0.00
O -33.4328 -23.3070 10.2597  0.00
H -33.2552 -24.1408 8.3847  0.00
H -34.8755 -23.9167 8.9203  0.00
H -34.3100 -22.1004 7.2527  0.00
H -32.8600 -21.6522 8.2033  0.00
H -34.1723 -20.9484 9.8110  0.00
H -34.1445 -23.2358 10.9000  0.00
C -27.6216 -23.2049 11.4378  0.00
C -28.2338 -23.0547 12.8437  0.00
O -29.5388 -23.7144 12.9817  0.00
O -28.1993 -22.3238 10.5317  0.00
H -27.5857 -24.2740 11.2287  0.00
H -26.5937 -22.8519 11.5207  0.00
H -28.3298 -21.9917 13.0652  0.00
H -27.6432 -23.4526 13.6689  0.00
H -30.2064 -23.2505 12.4710  0.00
H -29.1487 -22.4528 10.5925  0.00
C -24.3920 -19.4649 5.8415  0.01
C -25.3605 -19.0935 6.9801  0.00
O -24.6960 -18.2503 7.9194  0.00
O -23.2811 -20.2766 6.4143  0.02
H -24.0131 -18.5333 5.4211  0.00
H -24.8951 -20.1055 5.1171  0.00
H -25.7337 -19.9427 7.5526  0.00
H -26.2637 -18.6329 6.5802  0.00
H -25.2431 -18.0212 8.6743  0.00
H -23.6211 -20.9204 7.0400  0.00
C -31.8489 -21.4000 3.2839  0.00
C -30.4809 -21.5061 2.5159  0.00
O -30.4825 -20.8964 1.2251  0.00
O -31.6639 -21.7175 4.6283  0.00
H -32.6226 -22.0346 2.8516  0.00
H -32.2980 -20.4141 3.1636  0.00
H -30.1535 -22.5428 2.4368  0.00
H -29.7142 -21.0093 3.1105  0.00
H -31.0755 -21.4318 0.6929  0.00
H -31.0913 -21.0767 5.0561  0.00
C -28.9924 -20.8457 7.2922  0.00
C -30.4292 -20.7895 7.8123  0.00
O -31.1946 -19.7160 7.2751  0.00
O -28.8227 -20.8260 5.8425  0.00
H -28.5988 -21.8040 7.6313  0.00
H -28.3760 -20.0254 7.6600  0.00
H -30.5039 -20.7468 8.8989  0.00
H -30.9249 -21.6909 7.4518  0.00
H -30.8297 -18.9166 7.6615  0.00
H -28.5556 -21.6849 5.5070  0.00
C -31.2124 -20.7253 11.5742  0.00
C -32.4177 -19.8049 11.2276  0.00
O -33.6150 -20.4518 11.6157  0.00
O -31.0710 -21.9991 10.9291  0.00
H -30.9673 -20.7457 12.6361  0.00
H -30.3659 -20.1616 11.1820  0.00
H -32.4660 -19.5113 10.1790  0.00
H -32.2216 -18.8717 11.7554  0.00
H -33.6007 -20.6565 12.5535  0.00
H -31.9536 -22.3261 10.7400  0.00
C -30.2534 -16.5512 8.1455  0.00
C -28.8347 -16.0467 8.3116  0.00
O -28.5821 -15.5509 9.6238  0.00
O -30.4846 -17.6581 9.0495  0.00
H -30.3486 -16.9428 7.1327  0.00
H -30.9070 -15.7016 8.3429  0.00
H -28.6020 -15.2869 7.5655  0.00
H -28.0864 -16.8295 8.1872  0.00
H -27.6397 -15.4185 9.7497  0.00
H -30.6006 -17.3287 9.9437  0.00
C -27.3194 -18.4660 10.5093  0.00
C -26.9719 -19.3487 11.6869  0.00
O -26.8619 -18.6162 12.9045  0.00
O -26.1960 -17.7065 10.0099  0.00
H -28.0352 -17.7130 10.8390  0.00
H -27.7059 -19.0989 9.7104  0.00
H -26.1395 -20.0414 11.5629  0.00
H -27.8246 -20.0052 11.8600  0.00
H -26.9996 -19.1892 13.6623  0.00
H -25.8669 -17.1927 10.7511  0.00
C -28.4725 -17.2764 4.8207  0.00
C -28.5208 -16.2132 3.6947  0.00
O -28.1285 -16.5505 2.3655  0.01
O -29.5089 -18.1781 4.5523  0.00
H -28.5626 -16.8660 5.8265  0.00
H -27.5846 -17.9074 4.7793  0.00
H -27.7472 -15.5049 3.9912  0.00
H -29.4409 -15.6352 3.7808  0.00
H -28.7922 -17.0962 1.9373  0.00
H -29.4792 -18.9113 5.1712  0.00
C -32.9095 -24.9393 5.5674  0.00
C -32.8363 -25.4994 4.1385  0.00
O -31.8711 -26.5082 4.0005  0.00
O -31.6293 -24.3653 5.9327  0.00
H -33.2660 -25.6960 6.2663  0.00
H -33.6195 -24.1172 5.4778  0.00
H -32.5597 -24.7483 3.3986  0.00
H -33.8345 -25.8171 3.8371  0.00
H -32.2884 -27.2678 3.5877  0.00
H -31.5205 -23.4737 5.5938  0.00
C -25.7803 -23.6707 5.1673  0.00
C -27.2237 -24.0476 5.6442  0.00
O -28.2415 -23.2728 5.0045  0.00
O -25.6987 -23.9533 3.7763  0.00
H -25.0952 -24.3193 5.7132  0.00
H -25.5177 -22.6338 5.3769  0.00
H -27.3105 -23.9419 6.7256  0.00
H -27.3138 -25.1235 5.4944  0.00
H -28.4163 -23.7887 4.2140  0.00
H -25.7432 -24.9016 3.6334  0.00

---

(2)
Here is a structure of composition C21H18N6O3PtS from the Open Molecules 2025 dataset. Energies are from the ωB97M-V functional and the def2-TZVPD basis.

Output
Spin multiplicity ... 1
E_tot ... -51234.6721 eV
Energy above the lowest of the compared OMol25 structures with the same formula, charge and spin ... 0.0 kJ/mol
Gap between HOMO and LUMO ... 8.77 eV
Highest occupied orbital energy ... -8.816 eV
Charge ... 0

Each line ends with the Löwdin charge.
Positions of all 50 atoms, in Å:
Pt 0.6147 -0.0197 1.3634  1.15
C -3.8315 -0.0911 -5.0488  -0.05
C -2.9198 -0.6828 -4.0092  -0.27
C -3.4271 -1.2926 -2.8694  -0.03
C -2.5811 -1.8343 -1.9072  -0.08
C -1.2130 -1.7521 -2.0922  -0.30
C -0.6810 -1.1621 -3.2331  -0.06
C -1.5336 -0.6304 -4.1800  -0.04
S -0.1226 -2.4136 -0.8692  0.60
O 0.7665 -3.3324 -1.5305  -0.29
O -0.9226 -2.8530 0.2330  -0.30
N 0.7559 -1.1009 -0.4078  -0.23
C 2.1373 -1.2147 -0.3186  -0.40
C 3.0854 -1.7260 -1.2035  0.00
C 4.4134 -1.6202 -0.8463  -0.05
C 4.7915 -1.0069 0.3517  -0.06
C 3.8044 -0.5128 1.1727  -0.11
N 2.5188 -0.6346 0.8424  -0.07
H -4.8773 -0.2709 -4.8059  0.08
H -3.6295 -0.5209 -6.0309  0.08
H -3.6819 0.9872 -5.1271  0.08
H -4.4989 -1.3516 -2.7245  0.12
H -2.9742 -2.3064 -1.0187  0.09
H 0.3922 -1.1221 -3.3715  0.11
H -1.1239 -0.1691 -5.0710  0.12
H 2.7776 -2.1987 -2.1222  0.11
H 5.1719 -2.0113 -1.5118  0.11
H 5.8298 -0.9166 0.6334  0.10
H 4.0197 -0.0217 2.1128  0.12
N -1.6622 1.5222 -0.9508  0.21
C -1.1498 1.8410 0.2563  -0.57
O -0.5769 2.8886 0.4944  0.03
C -1.3421 0.7981 1.3653  -0.39
C -1.6710 1.4902 2.6116  -0.24
N -1.9076 2.0130 3.6071  0.19
C -2.4080 -0.1579 1.1057  -0.23
N -3.2752 -0.8737 0.8693  0.20
H -1.4068 2.1108 -1.7254  0.12
H -2.0485 0.6121 -1.1453  0.07
C 1.5597 2.6082 5.2366  -0.04
C 1.5761 3.1779 3.9762  -0.03
C 1.2846 2.3902 2.8794  -0.11
N 1.0006 1.0868 3.0063  -0.15
C 0.9823 0.5298 4.2259  -0.12
C 1.2579 1.2610 5.3616  -0.04
H 1.7666 3.2071 6.1132  0.11
H 1.7869 4.2275 3.8326  0.12
H 1.2244 2.7909 1.8765  0.10
H 0.7274 -0.5199 4.2658  0.12
H 1.2207 0.7783 6.3272  0.11

---

(3)
Here is a structure of composition C28H32F6N10O5S2Ti from the Open Molecules 2025 dataset. Energies are from the ωB97M-V functional and the def2-TZVPD basis.

Output
Spin multiplicity ... 3
<S²> ... 2.02
E_tot ... -115788.7838 eV
Energy above the lowest of the compared OMol25 structures with the same formula, charge and spin ... 65.2 kJ/mol
Gap between HOMO and LUMO (alpha / beta) ... 5.10 / 7.10 eV
Highest occupied orbital energy (alpha / beta) ... -5.214 / -6.878 eV
Charge ... 0

Each line ends with the Mulliken spin population.
Positions of all 84 atoms, in Å:
Ti 0.6502 0.3847 -0.3030  1.61
C 3.2791 -3.1531 0.5335  -0.02
C 2.8329 -1.8214 0.5125  0.04
N 2.0100 -1.3525 -0.3996  0.04
C 1.5839 -2.1940 -1.3940  0.01
C 1.9253 -3.5576 -1.4118  -0.02
C 2.8046 -4.0221 -0.4067  0.05
C 1.4035 -4.3865 -2.4349  0.02
C 0.5945 -3.8432 -3.3895  -0.01
C 0.2857 -2.4659 -3.4040  0.02
C 0.7824 -1.6144 -2.4386  0.01
N 0.6045 -0.2510 -2.3138  -0.09
C 0.7867 0.6459 -3.3187  0.00
C 0.7053 0.4654 -4.6959  0.04
C 0.9369 1.5308 -5.5801  -0.02
C 1.2527 2.7902 -5.1442  0.04
C 1.3930 3.0185 -3.7571  -0.03
C 1.7760 4.2666 -3.2123  0.08
C 1.9537 4.3938 -1.8630  -0.04
C 1.7501 3.2763 -1.0413  0.13
N 1.3712 2.0954 -1.5070  -0.04
C 1.1749 1.9548 -2.8564  0.02
H 3.9648 -3.4710 1.3071  0.00
H 3.1450 -1.1260 1.2837  0.01
H 3.1017 -5.0645 -0.4059  0.00
H 1.6497 -5.4407 -2.4415  0.00
H 0.1783 -4.4758 -4.1635  0.00
H -0.3728 -2.0867 -4.1716  0.00
H 0.4622 -0.5030 -5.1033  0.01
H 0.8508 1.3437 -6.6437  0.00
H 1.4151 3.6042 -5.8384  0.00
H 1.9355 5.1064 -3.8778  0.01
H 2.2576 5.3309 -1.4173  0.00
H 1.9053 3.3459 0.0278  -0.01
N -1.1562 -0.8963 -0.0418  0.00
C -2.3005 -0.3715 -0.8019  0.01
C -2.1424 1.1305 -1.1059  0.02
N -1.2474 1.8089 -0.1488  0.02
C -1.9092 2.4367 1.0174  0.03
C -2.8794 1.5698 1.8026  0.00
N -2.2363 0.4092 2.4118  0.00
H -1.3815 -0.7656 0.9501  -0.01
H -1.0701 -1.9035 -0.1745  0.00
H -2.3634 -0.9052 -1.7507  0.00
H -3.2318 -0.5582 -0.2606  0.00
H -1.6827 1.2402 -2.0883  0.00
H -3.1261 1.6129 -1.1488  0.01
H -0.8061 2.5725 -0.6493  0.00
H -1.1227 2.7874 1.6901  0.00
H -2.4744 3.3157 0.6838  0.00
H -3.3407 2.2351 2.5431  0.00
H -3.6842 1.2256 1.1479  0.00
H -1.4762 0.7199 3.0090  0.00
H -2.8923 -0.0871 3.0025  0.00
F 3.0831 3.2554 4.1122  0.00
C 2.6566 2.8469 2.9329  0.00
F 3.7059 2.6066 2.1454  0.00
F 1.9176 3.8095 2.3733  0.00
S 1.6568 1.3009 3.0717  0.00
O 1.4390 0.9408 1.6836  0.05
O 2.4680 0.3891 3.8286  0.00
N 0.2832 1.7036 3.6689  0.00
S -0.0887 1.9231 5.2077  0.00
O -1.3362 2.6170 5.2335  0.00
O 1.0053 2.3315 6.0279  0.00
C -0.5203 0.2204 5.7910  0.00
F 0.5709 -0.5278 5.9648  0.00
F -1.3161 -0.3978 4.9111  0.00
F -1.1602 0.3095 6.9526  0.00
C 1.1230 -5.1092 4.6677  0.00
N 0.4911 -4.3408 3.6221  0.00
C -0.3475 -4.9033 2.5861  0.00
C -0.4273 -3.7327 1.6009  0.01
O -1.0771 -3.7638 0.5745  0.00
N 0.3428 -2.6951 2.0623  -0.01
C 0.8892 -3.1193 3.1919  0.01
N 1.8219 -2.4284 3.8617  0.00
H 0.5170 -5.9901 4.8663  0.00
H 1.1722 -4.5382 5.5963  0.00
H 2.1319 -5.4339 4.3952  0.00
H -1.3384 -5.1807 2.9473  0.00
H 0.1131 -5.7682 2.1017  0.00
H 1.9743 -1.4575 3.6232  0.00
H 2.0388 -2.6797 4.8103  0.00

---

What is the formula in the first record?
C28H84O25